Entry from the OMol25 dataset: C9H62NO23Pd as an isolated structure at a distorted geometry (ωB97M-V with the def2-TZVPD basis set).

```
96
Properties=species:S:1:pos:R:3:forces:R:3
Pd 0.036027 -1.179714 1.455566 -0.60 0.33 -0.73
C -2.191863 2.875646 -3.878804 -0.14 0.33 -0.61
C -0.840233 2.240216 -4.310134 -0.64 1.86 -0.12
C -0.204343 3.424166 -5.170904 1.22 -0.52 2.13
C 0.387997 4.532816 -4.243094 1.03 -0.71 -0.88
C 1.382287 4.003976 -3.173024 -1.03 -0.12 -0.93
C 0.764417 2.932816 -2.248654 -1.22 0.89 -2.09
N 0.067777 1.872576 -3.158454 2.01 0.53 -0.51
O -0.324803 0.764936 -2.407564 -1.33 -0.35 0.92
C -0.180903 3.619946 -1.280694 -0.43 0.35 1.50
C 1.905437 2.409686 -1.425104 0.36 -1.82 1.03
C -1.144783 1.121436 -5.351944 0.41 -0.31 1.06
H -2.027943 3.838726 -3.395374 -0.01 -0.28 0.45
H -2.924693 2.281226 -3.333164 0.43 -0.05 0.04
H -2.684903 3.201996 -4.794504 -0.27 -0.29 -0.24
H -0.871603 3.840736 -5.925444 -0.29 -0.17 0.27
H 0.656517 3.020486 -5.703864 0.08 -0.18 -0.13
H -0.336773 5.223166 -3.811554 -0.12 -0.17 0.02
H 1.048657 5.096856 -4.901494 -0.27 0.60 -0.10
H 1.764397 4.903446 -2.690274 -0.16 -0.16 0.76
H 2.276087 3.577196 -3.628094 -0.15 -0.22 -0.47
H -0.325053 3.028046 -0.376824 -0.32 -0.46 -0.10
H -1.164733 3.971206 -1.591834 0.20 -0.32 -0.44
H 0.294947 4.484406 -0.817684 0.30 0.35 -0.32
H 2.784027 2.057486 -1.965594 -0.06 0.17 -0.51
H 1.600577 1.557076 -0.818294 -0.33 -0.34 -0.13
H 2.255747 3.086836 -0.646104 -0.13 0.74 -0.35
H -0.229583 0.586996 -5.606684 0.04 -0.07 0.02
H -1.580323 1.505446 -6.274404 0.17 0.48 0.10
H -1.889263 0.409446 -4.995694 0.11 -0.16 0.31
O -2.037513 -1.527074 -2.696434 -0.45 -1.13 0.27
H -1.607693 -1.753554 -3.521164 0.13 0.10 -0.26
H -1.759433 -0.628354 -2.519774 0.67 1.38 -0.05
O 0.262317 -1.969004 -0.608674 -0.07 0.42 0.40
H -0.123683 -1.509364 -1.354304 -0.37 0.73 -0.41
H 0.768587 -2.680274 -1.001134 0.39 -0.96 -0.05
O 2.148507 -0.784394 1.377356 0.29 -0.02 0.29
H 2.701387 -0.439834 2.078666 0.05 0.14 0.51
H 2.644997 -0.617204 0.576246 0.04 0.10 -0.89
O -3.413693 1.657026 -1.116074 -0.48 0.04 0.63
H -2.504573 1.666426 -1.415504 0.60 -0.08 -0.33
H -3.879443 1.147286 -1.779004 -0.09 -0.15 -0.16
O 3.967277 -0.709464 3.529096 -0.12 -0.06 0.04
H 4.801777 -1.163464 3.646226 0.39 -0.06 -0.10
H 3.595587 -0.659474 4.409766 -0.05 0.21 0.21
O 2.702867 -3.948924 3.717126 -0.07 -0.20 0.03
H 2.246707 -4.254914 4.501046 0.01 -0.34 0.46
H 3.340367 -3.313624 4.043026 0.25 0.24 -0.09
O -4.598973 -1.048054 1.863916 0.11 -0.16 0.08
H -5.146033 -1.501354 2.505376 -0.12 -0.19 0.19
H -5.137133 -0.315184 1.564726 0.03 0.35 -0.26
O -3.083053 -5.140784 2.729726 -0.70 -0.07 0.25
H -3.534803 -4.711674 2.003076 -0.24 0.13 -0.13
H -2.190873 -5.276924 2.410806 0.20 0.11 0.29
O 3.732307 2.156436 1.421186 -0.22 -0.05 0.16
H 4.502757 1.849306 1.898996 0.20 0.00 0.27
H 3.952147 2.021766 0.499366 -0.10 0.09 -0.40
O 0.664787 -0.083934 5.765046 0.04 -0.20 0.43
H 0.603717 0.728666 6.267216 -0.10 0.29 0.19
H 1.592747 -0.316554 5.796866 0.13 -0.09 0.05
O -0.314843 -0.180004 3.360126 -0.38 -0.02 -0.20
H -0.594453 0.734446 3.402976 -0.15 0.60 -0.44
H -0.184633 -0.434204 4.273726 0.31 -0.30 0.31
O -2.428093 -3.538524 -0.759504 -0.07 -0.74 0.81
H -2.637673 -4.310754 -1.284844 -0.20 -0.15 -0.03
H -2.272223 -2.846304 -1.401964 0.15 0.88 -0.66
O -2.009613 -2.001954 1.627966 0.52 -0.23 0.41
H -2.352493 -2.624234 0.986546 0.03 -0.43 -0.81
H -2.770533 -1.483814 1.890186 -0.57 0.66 0.16
O 1.629017 -4.046414 -1.681154 -0.23 0.10 -0.13
H 1.269567 -4.882534 -1.977714 -0.22 -0.11 -0.21
H 2.367367 -4.287504 -1.121744 0.64 -0.11 0.29
O -3.487583 0.072946 4.958146 -0.02 0.15 -0.12
H -4.109323 -0.530444 5.365086 -0.26 -0.13 0.08
H -2.687953 -0.021194 5.475786 0.23 -0.05 0.11
O -0.694683 0.608806 0.466286 -0.22 -0.07 1.02
H -0.734183 0.819966 -0.466494 0.41 -0.10 -2.07
H -0.859093 1.441876 0.908106 0.02 0.25 0.56
O -2.644543 2.246566 3.265466 0.61 0.06 -0.27
H -2.445463 2.944016 3.890106 -0.07 0.30 0.08
H -3.241423 1.665396 3.736856 -0.32 -0.46 0.21
O 0.570307 -2.959054 2.506746 -0.47 -0.24 0.31
H 1.285917 -3.314174 3.034026 1.09 0.28 0.02
H 0.002347 -3.710364 2.335906 -0.72 -0.16 -0.43
O 4.136787 -3.727914 -0.478734 -0.15 -0.35 0.06
H 5.036767 -3.624954 -0.169424 0.19 -0.15 0.06
H 3.862477 -2.842604 -0.717944 0.00 0.59 0.00
O 0.744047 2.543536 2.366706 -0.42 -0.23 0.23
H 1.579947 2.747316 1.947216 0.51 -0.13 -0.28
H 0.586267 3.279866 2.957596 -0.11 0.27 0.06
O -0.607163 -5.310254 1.841936 0.47 -0.13 -0.08
H 0.175467 -5.765694 2.152246 0.27 -0.34 0.17
H -0.924313 -5.846174 1.114996 -0.06 -0.05 -0.51
O 3.624967 -0.741444 -0.947344 0.21 -0.32 0.24
H 3.186987 -0.948304 -1.772944 -0.52 0.14 -0.41
H 4.427037 -0.288734 -1.208034 0.27 0.18 -0.07
```
Positions in Å, forces in eV/Å.

Electronic energy   -62394.297 eV
Spin multiplicity   3
Total charge   +1
Energy relative to the best compared isomer or geometry (same formula, charge and spin)   1.1455 eV
Highest occupied orbital energy (spin up / spin down)   -7.1 / -7.1 eV